(1)
Density functional theory data (ωB97M-V with the def2-TZVPD basis set) for a molecular structure, C4H2OS2 at a distorted geometry.

Each line ends with the Mulliken charge.
Positions of all 9 atoms, in Å:
1 C 0.5491 -0.0668 -0.6218  0.049
2 C -0.8161 -0.2337 -0.2782  -0.413
3 C 1.0069 -0.6639 -1.7602  -0.507
4 C -0.7660 -1.3870 -2.1700  -0.146
5 O -1.5010 -1.0961 -1.1461  -0.186
6 S 2.3429 -0.6994 -2.8113  -0.678
7 S -1.3494 -2.3983 -3.3894  -0.596
8 H 1.2205 0.5120 0.2016  0.153
9 H -1.2599 0.2440 0.6157  0.325

Atomic forces in eV per Å
C 0.50 0.97 2.08
C 0.92 0.53 1.09
C -4.32 -1.44 -0.97
C 4.21 0.45 -0.33
O 0.11 1.66 1.32
S 0.34 0.02 0.07
S -0.02 -0.07 -0.17
H -1.41 -1.19 -2.19
H -0.32 -0.93 -0.91

## Properties
**Frontier orbital gap (alpha / beta)**: 3.519 / 3.519 eV
**HOMO energy (alpha / beta)**: 2.5 / 2.5 eV
**ΔE to the lowest compared entry with this formula, charge and spin**: 131.9 kJ/mol
**Total charge**: -2



(2)
Density functional theory data (ωB97M-V with the def2-TZVPD basis set) for a molecular structure, C38H34IN2PS2Sr.

Each line ends with the Mulliken charge.
Positions of all 79 atoms, in Å:
1 Sr 0.2722 -1.0721 0.7041  1.187
2 C 0.6369 -1.2001 -2.8207  -1.233
3 N 1.4289 -1.7555 -1.7067  1.304
4 C 1.4079 -3.2310 -1.7716  -1.301
5 C 0.3123 -3.8611 -0.9311  -1.083
6 N 0.5138 -3.6490 0.5106  0.727
7 C -0.5312 -4.3318 1.2852  -1.327
8 C 1.8312 -4.0178 1.0066  -0.246
9 C 2.4939 -5.1345 0.5045  -0.270
10 C 3.7672 -5.4642 0.9292  -0.861
11 C 4.3876 -4.6675 1.8841  -0.628
12 C 3.7191 -3.5855 2.4221  -0.700
13 C 2.4210 -3.2430 2.0179  0.613
14 S 1.5927 -1.9507 2.8910  -0.435
15 C 2.7936 -1.2284 -1.7466  0.036
16 C 3.7482 -1.8878 -2.5197  -0.017
17 C 5.0641 -1.4576 -2.5417  -0.996
18 C 5.4365 -0.3561 -1.7885  -0.804
19 C 4.4724 0.3212 -1.0594  -0.573
20 C 3.1377 -0.0797 -1.0356  0.218
21 S 1.3164 2.3437 -2.1769  -0.534
22 H 1.0217 -1.5585 -3.7832  0.299
23 H 0.7010 -0.1121 -2.8056  0.076
24 H -0.4093 -1.5058 -2.7268  0.435
25 H 2.3647 -3.6049 -1.4198  1.047
26 H 1.2842 -3.5745 -2.8054  0.202
27 H 0.2552 -4.9276 -1.1864  0.320
28 H -0.6632 -3.4311 -1.1936  0.517
29 H -0.4937 -5.4172 1.1384  0.324
30 H -1.5190 -3.9769 0.9745  0.398
31 H -0.3893 -4.1115 2.3423  0.323
32 H 2.0089 -5.7538 -0.2417  0.323
33 H 4.2697 -6.3285 0.5164  0.411
34 H 5.3911 -4.8998 2.2165  0.394
35 H 4.1866 -2.9761 3.1838  0.439
36 H 3.4724 -2.7538 -3.1093  0.387
37 H 5.7927 -1.9839 -3.1448  0.383
38 H 6.4652 -0.0188 -1.7826  0.403
39 H 4.7567 1.2070 -0.4985  0.352
40 I 1.8540 1.5512 -0.0483  0.215
41 C 0.8892 3.5031 0.7356  -0.632
42 C 1.9360 4.2944 1.1295  -0.379
43 C 1.8138 5.6837 1.3468  -0.947
44 C 0.6151 6.2855 1.1297  -0.830
45 C -0.5176 5.5152 0.7641  0.985
46 C -1.7600 6.1634 0.5842  -0.793
47 C -2.8883 5.4554 0.2918  -1.013
48 C -2.8100 4.0586 0.1970  -0.150
49 C -1.6201 3.3882 0.3507  0.337
50 P -1.7366 1.5577 0.3522  0.753
51 C -2.8212 1.2347 1.7953  0.347
52 C -3.4192 -0.0221 1.9242  -0.607
53 C -4.1354 -0.3560 3.0628  -0.782
54 C -4.2480 0.5568 4.1028  -0.514
55 C -3.6366 1.7965 3.9970  -0.637
56 C -2.9266 2.1350 2.8526  -0.575
57 C -2.8359 1.2153 -1.0806  0.641
58 C -4.2232 1.0934 -1.0188  -0.001
59 C -4.9582 0.8468 -2.1694  -0.845
60 C -4.3196 0.7241 -3.3960  -0.506
61 C -2.9406 0.8549 -3.4682  -0.678
62 C -2.2028 1.0942 -2.3173  -0.296
63 C -0.4061 4.0999 0.6057  0.534
64 H 2.9221 3.8487 1.2366  0.313
65 H 2.6781 6.2626 1.6475  0.389
66 H 0.4986 7.3571 1.2398  0.349
67 H -1.7966 7.2416 0.6886  0.363
68 H -3.8400 5.9532 0.1592  0.428
69 H -3.7207 3.5005 0.0169  0.319
70 H -3.3429 -0.7402 1.1127  0.587
71 H -4.6076 -1.3273 3.1385  0.422
72 H -4.8083 0.2992 4.9919  0.392
73 H -3.7104 2.5070 4.8100  0.421
74 H -2.4548 3.1067 2.7794  0.361
75 H -4.7416 1.1851 -0.0726  0.426
76 H -6.0352 0.7568 -2.1052  0.421
77 H -4.8981 0.5354 -4.2912  0.391
78 H -2.4337 0.7764 -4.4218  0.456
79 H -1.1291 1.2430 -2.3849  0.226

Atomic forces in eV per Å
Sr -0.23 0.25 -0.62
C -0.02 0.07 0.08
N -0.03 -0.09 0.09
C -0.04 0.00 0.01
C 0.07 0.01 -0.04
N -0.05 -0.23 -0.02
C 0.01 0.04 0.04
C 0.11 0.09 0.10
C -0.10 -0.03 -0.06
C 0.01 -0.01 0.02
C -0.01 0.00 -0.01
C -0.01 -0.05 -0.05
C -0.07 -0.06 0.08
S 0.16 -0.01 0.37
C 0.09 0.02 0.00
C -0.01 -0.03 0.02
C 0.03 0.01 -0.01
C 0.01 0.00 0.01
C -0.08 0.00 0.01
C -0.03 -0.13 -0.08
S -0.13 -0.03 -0.17
H -0.01 -0.01 0.00
H -0.02 0.01 0.02
H -0.01 -0.01 -0.01
H 0.00 0.00 0.00
H 0.01 0.02 -0.01
H -0.07 0.00 0.04
H -0.02 -0.04 0.00
H -0.01 0.00 -0.03
H -0.01 -0.01 -0.01
H 0.00 0.01 0.00
H 0.02 0.02 -0.02
H 0.00 0.00 0.00
H 0.00 0.01 0.01
H 0.00 -0.01 0.01
H 0.01 0.01 -0.01
H 0.00 -0.01 0.00
H 0.00 0.01 0.00
H 0.05 0.00 -0.02
I 0.20 0.49 0.18
C 0.09 -0.09 0.09
C -0.06 -0.07 -0.01
C -0.02 0.03 0.01
C 0.06 0.02 0.01
C -0.01 -0.06 0.02
C -0.01 -0.02 -0.02
C -0.01 0.05 0.01
C 0.01 -0.03 -0.04
C 0.02 -0.09 -0.06
P -0.06 -0.06 -0.12
C 0.14 -0.02 0.05
C 0.07 0.02 0.04
C -0.01 -0.03 -0.03
C 0.00 0.02 0.01
C -0.02 -0.03 0.01
C -0.03 0.01 -0.02
C 0.01 0.02 0.06
C 0.00 -0.05 0.04
C -0.01 -0.01 0.00
C -0.02 0.01 0.02
C 0.00 -0.01 0.03
C 0.02 0.04 -0.08
C -0.02 0.02 0.07
H 0.02 0.04 -0.01
H 0.00 0.01 0.00
H -0.01 0.00 0.01
H 0.00 0.00 0.02
H 0.00 0.00 -0.01
H 0.00 0.00 -0.02
H -0.04 -0.02 -0.03
H 0.00 0.00 0.00
H 0.01 0.00 0.01
H 0.00 0.01 0.00
H -0.01 -0.01 0.01
H 0.02 0.02 0.02
H 0.00 0.00 -0.01
H 0.00 0.00 0.00
H 0.00 0.01 0.00
H 0.02 -0.02 0.02

## Properties
**Frontier orbital gap**: 7.203 eV
**HOMO energy**: -7.4 eV
**ΔE to the lowest compared entry with this formula, charge and spin**: 397.8 kJ/mol



(3)
Density functional theory data (ωB97M-V with the def2-TZVPD basis set) for a molecular structure, C24H34BiN6OS.

Each line ends with the Mulliken charge.
Positions of all 67 atoms, in Å:
1 Bi -0.6782 0.1680 -0.0158  1.394
2 C -2.6229 -2.2809 -0.5415  -1.196
3 N -2.4327 -1.4168 0.6456  0.188
4 C -2.0276 -2.2036 1.8303  -1.475
5 C -0.7792 -1.7167 2.5275  0.860
6 C -0.4316 -2.3059 3.7327  -0.885
7 C 0.6893 -1.8695 4.4151  -0.464
8 C 1.4345 -0.8252 3.8814  -1.058
9 C 1.0429 -0.2827 2.6812  -0.177
10 N -0.0332 -0.7331 2.0014  0.579
11 C -3.6525 -0.6134 0.9069  -1.308
12 C -3.3727 0.4988 1.8842  0.978
13 C -4.2821 0.8611 2.8605  -0.940
14 C -3.9878 1.9391 3.6848  -0.468
15 C -2.7863 2.6099 3.5143  -1.015
16 C -1.9235 2.1793 2.5245  -0.165
17 N -2.2118 1.1495 1.7192  0.139
18 C -1.3056 -2.8834 -0.9590  0.824
19 C -1.2170 -4.1609 -1.4741  -0.897
20 C 0.0266 -4.6474 -1.8577  -0.492
21 C 1.1435 -3.8429 -1.6944  -0.873
22 C 0.9802 -2.5764 -1.1676  -0.257
23 N -0.2221 -2.1005 -0.8128  0.148
24 H -3.0269 -1.6655 -1.3509  0.413
25 H -3.3577 -3.0643 -0.3408  0.500
26 H -1.8791 -3.2461 1.5430  0.590
27 H -2.8386 -2.1980 2.5623  0.668
28 H -1.0499 -3.1001 4.1311  0.553
29 H 0.9695 -2.3239 5.3562  0.471
30 H 2.3050 -0.4324 4.3869  0.497
31 H 1.5846 0.5457 2.2488  0.475
32 H -4.4609 -1.2533 1.2687  0.495
33 H -3.9856 -0.1875 -0.0437  0.412
34 H -5.2088 0.3136 2.9712  0.490
35 H -4.6854 2.2461 4.4527  0.472
36 H -2.5169 3.4509 4.1374  0.461
37 H -0.9686 2.6646 2.3674  0.487
38 H -2.1070 -4.7681 -1.5734  0.500
39 H 0.1195 -5.6443 -2.2678  0.471
40 H 2.1310 -4.1895 -1.9644  0.486
41 H 1.8214 -1.9144 -1.0071  0.584
42 C 2.0347 3.7527 -3.9106  -0.916
43 C 1.2067 2.4821 -3.7882  -0.941
44 N 1.1675 1.9361 -2.4202  0.162
45 C 2.1462 1.2206 -1.8682  0.810
46 S 1.9999 0.6454 -0.2128  -0.707
47 N 3.2263 0.9175 -2.5577  -0.125
48 C 4.3790 0.1022 -2.1335  -0.663
49 C 4.3952 -1.2505 -2.8183  -0.769
50 H 2.0213 4.0997 -4.9428  0.373
51 H 3.0766 3.6077 -3.6217  0.307
52 H 1.6227 4.5476 -3.2890  0.287
53 H 1.5536 1.6966 -4.4626  0.507
54 H 0.1719 2.6718 -4.0692  0.411
55 H 0.5095 2.3619 -1.7737  0.040
56 H 3.3039 1.3280 -3.4784  0.229
57 H 4.3515 0.0157 -1.0507  0.378
58 H 5.2707 0.6757 -2.3856  0.392
59 H 3.5167 -1.8422 -2.5532  -0.026
60 H 5.2839 -1.8020 -2.5149  0.371
61 H 4.4218 -1.1478 -3.9029  0.395
62 C 0.3456 4.1148 0.2469  -0.752
63 O -0.5467 3.0931 -0.2773  -0.401
64 H -0.1389 4.6644 1.0517  0.379
65 H 0.6368 4.8053 -0.5427  0.260
66 H 1.2242 3.5972 0.6248  0.303
67 H -1.3764 3.5270 -0.5133  0.229

Atomic forces in eV per Å
Bi 0.17 -0.04 -0.05
C 0.01 0.00 0.01
N -0.09 -0.02 0.02
C -0.02 0.04 -0.02
C -0.02 -0.02 0.05
C 0.00 0.02 0.00
C -0.01 0.00 0.00
C 0.00 0.01 0.00
C -0.01 0.03 0.00
N -0.03 -0.01 -0.06
C 0.03 -0.03 -0.02
C -0.02 0.02 0.01
C 0.01 -0.01 -0.01
C 0.00 0.01 0.01
C 0.01 0.00 -0.01
C 0.00 -0.02 0.01
N 0.02 0.02 0.05
C 0.00 0.02 0.00
C 0.01 -0.01 0.00
C -0.01 0.01 0.00
C 0.00 0.02 0.01
C -0.01 0.00 0.01
N -0.04 -0.01 0.01
H 0.00 0.00 0.00
H 0.01 -0.01 -0.01
H 0.03 0.00 -0.01
H 0.00 -0.04 0.00
H 0.01 0.00 0.01
H 0.00 0.00 0.00
H 0.00 0.00 0.00
H 0.03 0.00 -0.03
H 0.00 0.01 0.00
H 0.01 0.01 0.00
H -0.01 0.01 0.00
H 0.00 0.00 0.00
H 0.00 -0.01 0.01
H 0.00 0.02 -0.02
H 0.00 0.00 0.00
H 0.00 0.00 0.00
H 0.00 -0.01 0.00
H -0.02 -0.02 -0.01
C 0.01 0.02 0.00
C -0.05 0.00 -0.04
N 0.00 0.01 0.09
C 0.00 -0.11 -0.02
S -0.09 0.09 0.02
N -0.03 0.05 0.05
C 0.02 0.07 0.00
C 0.00 -0.04 0.01
H 0.00 -0.01 0.00
H 0.00 -0.01 0.00
H 0.00 -0.01 0.00
H 0.01 0.00 0.01
H 0.00 0.02 0.01
H 0.02 0.01 -0.02
H 0.01 -0.01 -0.02
H 0.00 -0.03 -0.01
H 0.00 -0.01 0.00
H 0.02 0.03 -0.01
H 0.00 0.00 -0.01
H 0.01 0.00 -0.01
C -0.02 -0.09 -0.03
O 0.02 0.02 0.01
H 0.02 0.01 0.01
H 0.00 0.01 0.01
H 0.00 0.02 -0.01
H -0.01 -0.01 -0.02

## Properties
**Frontier orbital gap**: 8.651 eV
**HOMO energy**: -17.7 eV
**ΔE to the lowest compared entry with this formula, charge and spin**: 0.0 kJ/mol
**Total charge**: +3